The following is a quantum chemistry calculation of a molecular structure, C31H29IrN3O3 in a non-equilibrium geometry, from the OMol25 dataset.

**Orbital gap (spin up / spin down)**: 4.53 / 4.63 eV
**Total charge**: +2
**Lowest unoccupied orbital energy (spin up / spin down)**: -8.80 / -8.82 eV
**Expectation value of S²**: 0.782
**2S+1**: 2
**DFT total energy**: -1692.28309 a.u.
**Molecular weight**: 683.81 g mol⁻¹

Geometry as XYZ:
```
67
C31H29IrN3O3 (the ωB97M-V functional and the def2-TZVPD basis)
Ir -0.77211 -0.59480 -0.23789
O 2.56169 0.07530 3.02031
O -4.39391 -1.03810 1.98031
O -0.57321 1.58590 0.31881
N -0.91791 -0.45750 2.10071
N 1.59659 -0.65280 -0.07619
N -2.81311 -0.94500 0.33521
C 1.37269 0.03450 2.37331
C -5.63731 -0.30760 -1.91369
C -2.42961 -0.41400 3.94531
C 3.11479 0.65450 -3.22719
C -2.14281 -0.56270 2.59321
C -3.64821 -0.98360 -0.72799
C 2.16599 0.40340 -2.24489
C 4.40719 0.99480 1.63111
C -1.37041 -0.20340 4.83021
C 4.49739 -1.09590 -2.38579
C 0.41229 2.30150 0.50801
C 0.84099 1.09050 -2.37939
C 3.29719 0.01950 1.76861
C -0.09331 -0.10400 4.33491
C 0.11599 -0.18330 2.93111
C 2.45229 -0.53620 -1.24449
C -4.96651 1.03850 0.07691
C -4.26761 -2.09540 -2.78619
C -3.37601 -1.95210 -1.75149
C 4.14729 2.23440 1.19961
C -5.41631 -1.30460 -2.85409
C -2.19271 -2.85380 -1.61199
C 1.94939 0.28730 1.00551
C 4.30329 -0.05460 -3.27249
C 0.17229 3.77960 0.52561
C 3.85519 -2.57470 -0.52989
C -3.25241 -0.84940 1.62931
C 3.57879 -1.36820 -1.37639
C 1.76099 1.78000 0.73781
C -4.76951 -0.09980 -0.85819
C 2.81009 2.63470 0.88041
H -6.49491 0.33860 -2.02119
H 4.03539 -3.42130 -1.19219
H -6.12411 -1.45590 -3.65319
H -1.99221 -3.38850 -2.53759
H 0.41129 4.18740 1.50581
H 0.76569 4.29770 -0.22329
H -1.26411 -2.27500 -1.33499
H -5.55131 0.71170 0.94041
H 0.56939 1.10640 -3.43439
H -2.36051 -3.58560 -0.82029
H 0.02189 0.55700 -1.84069
H 5.04489 0.16970 -4.02129
H -4.01831 1.42610 0.44861
H -5.52061 1.83680 -0.41079
H 5.39809 0.67140 1.90161
H 4.93379 2.96680 1.12351
H 2.89559 1.39130 -3.98399
H 2.65349 3.69510 0.76001
H 3.04929 -2.86530 0.14101
H 3.65199 -1.00650 1.63171
H 1.73879 -1.58760 0.32121
H -1.56141 -0.10560 5.88781
H -0.88261 3.95470 0.32191
H -3.45501 -0.48170 4.27221
H 0.87529 2.12040 -2.02669
H 5.36539 -1.73080 -2.47559
H 0.76189 0.06480 4.96801
H 4.76599 -2.43550 0.05141
H -4.09211 -2.83950 -3.54689
```

The following is a quantum chemistry calculation of a molecular structure, C31H29N5O4PSSc in a non-equilibrium geometry, from the OMol25 dataset.

**Orbital gap**: 6.61 eV
**Total charge**: 0
**Lowest unoccupied orbital energy**: -1.02 eV
**Energy above the lowest of the compared OMol25 structures with the same formula, charge and spin**: 37.77 kJ/mol
**DFT total energy**: -3273.72548 a.u.
**Molecular weight**: 643.60 g mol⁻¹

Geometry as XYZ:
```
72
C31H29N5O4PSSc (the ωB97M-V functional and the def2-TZVPD basis)
Sc -1.23075 -1.49710 0.17176
S -1.20309 -0.21068 2.61046
P 0.90296 1.29294 -0.46959
O -6.06959 -6.19040 1.32639
O -2.20370 -3.46285 -3.11572
O -6.35641 -6.07507 -0.89935
O -0.84766 -2.50324 -1.52069
N 0.89911 -2.17557 1.20093
N -2.30224 -3.23890 0.33907
N 1.02261 -1.81113 2.63815
N 0.64011 -0.79365 4.50629
N 1.85364 -1.41441 4.62796
C 1.47408 2.60865 2.36343
C 1.85584 -0.27294 -2.54968
C -0.60719 2.23522 -0.20795
C -2.08524 0.28906 -0.90612
C -3.68389 -4.70507 -0.95147
C 4.67880 3.83673 0.58290
C -4.45408 -5.06568 0.18660
C -3.08113 -3.47499 1.41470
C 2.21075 -0.61794 -3.84597
C 0.15133 -0.93234 3.23325
C 2.32570 2.41932 -0.05193
C 3.25839 2.78594 -1.08062
C -5.74726 -5.88612 0.17825
C 4.39658 3.45722 -0.72765
C -3.01966 2.22979 0.26223
C -1.91965 1.56945 -0.29641
C 3.71069 3.55392 1.58811
C -0.06432 3.07548 -3.22416
C 1.66630 0.03805 -4.90275
C 0.89032 1.21400 -4.66522
C -2.89689 3.50954 0.76311
C 2.52757 2.85217 1.27974
C -1.85242 -3.28318 -1.97479
C -1.71315 4.26678 0.49775
C -4.07173 -4.45016 1.38620
C 1.11187 0.91535 -2.24765
C -2.60327 -3.85834 -0.84496
C 0.64096 1.73637 -3.37831
C 3.34416 -2.84015 3.24376
C 2.12886 -1.98371 3.49916
C -0.56761 3.59197 0.11630
H 3.51660 -2.89480 2.17812
H 1.89083 2.50619 3.35928
H 3.13174 2.52067 -2.13885
H -4.34218 -4.85989 2.39573
H -3.12505 0.07702 -1.16223
H 0.78938 3.44974 2.42979
H 5.60497 4.35115 0.85943
H 3.77011 3.94786 2.61924
H 2.10841 -0.97476 -1.74110
H -3.97148 1.72842 0.21328
H 0.99103 -3.24506 1.22423
H 5.19318 3.63724 -1.47467
H -1.61513 5.34608 0.66964
H 0.50023 3.75377 -2.49715
H 2.78083 -1.54001 -4.05852
H 0.36109 4.13201 0.00379
H 1.79138 -0.26227 -5.93586
H 3.06499 -3.85664 3.52482
H -3.74491 3.92189 1.30815
H -1.43899 0.06888 -1.74651
H 1.71014 -1.81967 0.72203
H 0.93230 1.69770 2.13442
H 0.43464 1.75068 -5.49322
H -4.00768 -5.07997 -1.88712
H -1.08918 2.93188 -2.92078
H -0.04255 3.59951 -4.24009
H 4.19415 -2.42793 3.86505
H 0.30450 -0.22447 5.26895
H -2.80302 -2.96955 2.36466
```

The following is a quantum chemistry calculation of a molecular structure, C31H29N6O7PdSb in a non-equilibrium geometry, from the OMol25 dataset.

**Orbital gap**: 7.77 eV
**Total charge**: 0
**Lowest unoccupied orbital energy**: -0.81 eV
**DFT total energy**: -2421.85976 a.u.
**Molecular weight**: 825.79 g mol⁻¹

Geometry as XYZ:
```
75
C31H29N6O7PdSb (the ωB97M-V functional and the def2-TZVPD basis)
Sb 0.13668 -2.87796 -0.00655
Pd 0.00453 -0.35664 -0.05882
O 5.08284 5.25536 0.00609
O -1.71549 3.67787 -0.17627
O -0.02191 1.67303 -0.08613
O 3.55774 6.77326 -0.02001
O -0.94747 5.66463 -0.02833
O 4.01681 0.65020 0.02883
O 1.96510 -0.14921 -0.04061
N -3.99424 0.67416 -1.25633
N -4.25280 -1.21675 0.24069
N -3.97858 1.01180 1.14738
N -2.10273 -0.07512 0.06771
N -0.78286 4.46143 -0.08311
N 3.92138 5.61172 -0.00670
C 4.46500 -5.13572 0.06030
C 0.59305 3.96248 -0.04713
C 0.91008 2.56102 -0.05068
C -1.89057 -3.49153 -3.80944
C 2.29794 2.24906 -0.01566
C -2.55099 0.52336 -1.22969
C 2.81713 0.82989 -0.00714
C -2.10713 -4.86013 -3.88128
C -0.38506 -3.60038 2.89525
C 2.89102 4.57555 -0.00821
C 3.61294 -5.32370 -1.01761
C 4.08922 -4.31172 1.11227
C -1.23304 -2.95454 -2.71078
C 2.37478 -4.69487 -1.04575
C 2.85814 -3.67472 1.08654
C -2.12528 -4.98925 3.80033
C -0.79932 -3.78064 -1.67571
C -2.81512 -1.37430 0.26143
C 1.56971 4.93912 -0.02452
C -2.53386 0.85303 1.15946
C 3.25289 3.23673 -0.00131
C -0.86943 -3.82262 1.60642
C -4.39052 1.56367 -0.15173
C -2.62891 -5.18807 2.52277
C -1.65124 -5.69272 -2.86734
C -1.00595 -4.18950 3.98727
C 1.99250 -3.88067 0.01453
C -4.62853 -0.62585 -1.04989
C -2.00721 -4.60371 1.42669
C -4.62498 -0.28684 1.31415
C -0.99935 -5.15728 -1.76552
H 1.28978 5.98072 -0.02565
H -3.93410 2.54184 -0.29151
H -3.50833 -5.80187 2.37493
H 1.71670 -4.84077 -1.89277
H -4.33177 -1.30681 -1.85092
H -0.61560 -4.02476 4.98327
H -5.70724 -0.15424 1.30196
H -1.80425 -6.76218 -2.93476
H -5.71181 -0.50424 -1.07642
H -2.41643 -4.75870 0.43597
H -5.47590 1.66560 -0.15974
H 2.58483 -3.00842 1.89556
H 0.47735 -2.96300 3.05532
H 4.75709 -4.15756 1.94941
H -2.22973 -0.11982 -2.04843
H 3.91133 -5.95835 -1.84202
H -2.60839 -5.45267 4.65051
H 5.43098 -5.62371 0.07621
H -2.05995 1.81148 0.98834
H -2.08391 1.50176 -1.31736
H -1.04279 -1.88845 -2.66028
H -2.62678 -5.28078 -4.73220
H 4.29705 2.95878 0.01459
H -2.53201 -2.05483 -0.54174
H -2.21038 0.44085 2.11643
H -4.33282 -0.71876 2.27330
H -2.23129 -2.84429 -4.60737
H -2.51440 -1.79202 1.22176
H -0.64472 -5.81133 -0.97693
```